Entry 1:
{"formula": "C5H7Cl", "method": "ωB97M-V/def2-TZVPD", "homo_energy_ev": -8.9, "orbital_gap_ev": 7.79, "e_lumo_ev": -1.083, "de_lowest_kcal_mol": 111.41, "symbols": ["C", "C", "C", "C", "C", "Cl", "H", "H", "H", "H", "H", "H", "H"], "xyz": [[2.34748, 0.43311, 0.58242], [3.92643, 0.15549, 1.00607], [1.38448, 0.40706, -0.48167], [-0.52527, -0.74522, 0.23960], [-0.03798, 0.49670, -0.29198], [4.87245, -0.28766, -0.29156], [1.85977, 0.70673, 1.52863], [1.74298, -0.02941, -1.40513], [-0.29965, -1.60257, -0.42102], [-1.66170, -0.86324, 0.36427], [0.04028, -0.84627, 1.25513], [-0.26022, 1.37813, 0.37106], [-0.54682, 0.84531, -1.13406]], "forces_ev_per_a": [[-0.784, 0.189, -0.486], [-3.773, 0.636, -0.826], [5.846, -1.353, 2.011], [-1.532, -3.215, 2.618], [-0.546, 3.966, 1.133], [0.269, -0.169, -0.828], [0.278, 0.116, -0.166], [0.046, 0.294, -0.464], [0.375, 0.283, 0.401], [1.590, 0.691, 0.133], [-1.398, -0.542, -1.657], [0.262, -0.923, 0.141], [-0.631, 0.027, -2.009]]}

---

Entry 2:
{"formula": "C5H7Cl", "method": "ωB97M-V/def2-TZVPD", "homo_energy_ev": -9.3, "orbital_gap_ev": 10.35, "smiles": "C=C(Cl)C1CC1", "e_lumo_ev": 1.080, "de_lowest_kcal_mol": 24.01, "symbols": ["C", "C", "C", "C", "C", "H", "H", "H", "H", "H", "H", "H", "Cl"], "xyz": [[1.14080, 0.19186, 0.18226], [1.28299, 1.46742, -0.13606], [-0.06108, -0.46898, 0.60671], [-1.41198, 0.05784, 0.15440], [-0.86882, -1.14166, -0.49308], [2.17575, 1.83405, -0.61889], [0.48434, 2.19014, 0.11017], [0.00088, -0.98680, 1.57114], [-2.20168, -0.12062, 0.83384], [-1.34787, 0.95357, -0.41073], [-1.26410, -2.13153, -0.36372], [-0.44095, -1.02949, -1.48176], [2.51172, -0.81581, 0.04571]], "forces_ev_per_a": [[0.507, 1.314, -0.284], [-0.693, 0.802, 0.169], [-1.468, -1.031, 0.589], [0.942, -0.354, 0.365], [1.038, -0.521, -0.697], [0.125, 0.079, 0.234], [0.434, -0.545, -0.438], [-0.140, 0.145, -0.415], [-0.794, 0.340, 0.503], [-0.477, 0.671, -0.220], [-0.297, -0.114, 0.428], [-0.031, 0.136, -0.036], [0.855, -0.924, -0.199]]}

---

Entry 3:
{"formula": "C5H7Cl2OP", "method": "ωB97M-V/def2-TZVPD", "homo_energy_ev": -9.4, "orbital_gap_ev": 9.49, "e_lumo_ev": 0.062, "de_lowest_kcal_mol": 69.28, "symbols": ["C", "C", "C", "C", "C", "O", "P", "Cl", "Cl", "H", "H", "H", "H", "H", "H", "H"], "xyz": [[1.57785, 1.87675, -0.41590], [1.78118, 0.58007, 0.00536], [0.20359, 1.82227, -0.96359], [0.01905, 0.50178, -0.23695], [0.46108, -2.03697, 0.74852], [1.36872, -1.07188, -1.98138], [1.61594, -1.14913, -0.49819], [2.54049, 3.33775, -0.19133], [3.19060, -2.31920, -0.09635], [-0.60060, 2.56255, -0.75110], [0.36652, 1.75113, -2.15628], [-0.36608, 0.43643, 0.74903], [-0.39306, -0.31099, -0.77693], [0.82100, -3.07455, 0.81001], [0.37883, -1.49426, 1.78807], [-0.56260, -1.95283, 0.41848]], "forces_ev_per_a": [[0.834, -0.677, 1.296], [-2.804, -0.014, -0.820], [-0.591, 0.848, -1.779], [1.787, 0.401, -0.671], [0.457, 1.578, 0.878], [0.250, -1.040, 1.669], [-0.165, 0.852, -0.458], [-0.315, -1.142, -0.411], [0.997, -0.079, -0.021], [0.925, -0.074, -0.135], [-0.746, -0.248, 2.662], [-0.465, 0.938, 0.891], [-0.476, -0.297, -0.920], [-0.351, 0.523, 0.197], [0.920, -1.121, -1.882], [-0.255, -0.448, -0.497]]}

---

Entry 4:
{"formula": "C5H7Cl3O", "method": "ωB97M-V/def2-TZVPD", "homo_energy_ev": -9.1, "orbital_gap_ev": 9.90, "smiles": "Cl/C=C(\\Cl)COCCCl", "e_lumo_ev": 0.804, "de_lowest_kcal_mol": 37.61, "symbols": ["Cl", "Cl", "Cl", "O", "C", "C", "C", "C", "C", "H", "H", "H", "H", "H", "H", "H"], "xyz": [[1.73198, -3.94252, -0.52237], [-0.56207, -3.13536, 1.68707], [-1.35461, 2.39807, 1.32255], [0.08896, 0.04798, -0.64181], [1.23874, -2.37482, -0.34638], [0.25271, -2.04268, 0.57026], [-0.34994, -0.67419, 0.55012], [-0.85713, 2.27357, -0.33451], [0.40641, 1.41709, -0.41218], [1.45643, -1.76226, -1.21946], [-0.17160, 0.04783, 1.39744], [-1.44608, -0.82715, 0.40706], [-0.73686, 3.33500, -0.67994], [-1.68834, 1.75178, -0.94459], [0.88901, 1.80973, -1.24774], [1.10239, 1.67793, 0.41446]], "forces_ev_per_a": [[0.905, -1.991, -0.082], [0.892, 0.541, -0.687], [-0.904, 0.231, 1.441], [0.663, 0.155, 0.935], [-3.337, 1.211, 1.603], [1.868, 0.027, -1.521], [-0.782, 1.548, -0.829], [-0.840, -0.152, -1.431], [-0.976, 0.309, 0.480], [0.113, 0.389, 0.800], [-0.132, -1.462, -0.311], [0.546, 0.233, 0.533], [0.131, -1.171, 0.036], [1.335, 0.967, 0.926], [1.076, -0.043, -1.899], [-0.558, -0.791, 0.005]]}

---

Entry 5:
{"formula": "C5H7ClFN5O2", "method": "ωB97M-V/def2-TZVPD", "homo_energy_ev": -8.9, "orbital_gap_ev": 8.75, "e_lumo_ev": -0.116, "de_lowest_kcal_mol": 0.00, "symbols": ["C", "C", "C", "C", "C", "N", "N", "N", "N", "N", "O", "O", "F", "Cl", "H", "H", "H", "H", "H", "H", "H"], "xyz": [[0.71588, 1.53397, 0.65448], [-0.13543, 0.59552, 0.24643], [2.00314, 1.12430, 0.69579], [1.62672, -0.96560, -0.04882], [-2.62850, -1.72083, -1.26208], [0.28912, -0.58234, -0.13443], [2.46900, -0.08991, 0.39437], [0.32620, 2.79851, 1.01822], [1.94328, -2.27434, -0.30612], [-1.46887, 0.84022, 0.16553], [-1.58541, -2.26754, -0.90930], [-2.96961, -0.54000, -1.38013], [-3.68765, -2.62388, -1.60511], [3.23478, 2.27581, 1.30342], [-0.63267, 2.98378, 0.88383], [1.00338, 3.47811, 1.14491], [1.09544, -2.89974, -0.31698], [2.83189, -2.46742, 0.11455], [-1.84873, 1.83717, 0.22360], [-0.31280, -1.33007, -0.58700], [-2.26916, 0.29426, -0.29516]], "forces_ev_per_a": [[2.754, 3.023, 1.302], [-5.540, -0.854, -1.595], [2.133, 0.041, 0.543], [-1.998, 0.746, 0.720], [-1.685, -0.407, -0.600], [2.517, -3.416, -1.183], [0.999, 0.134, 0.006], [-1.092, -1.995, -0.107], [-1.902, 0.995, -0.266], [-1.168, 2.534, 0.537], [0.162, -0.223, -0.090], [-0.096, -0.619, 0.042], [1.358, 0.733, 0.403], [-0.822, -0.755, -0.503], [-0.436, 0.904, 0.085], [1.024, 1.452, 0.194], [1.919, 0.473, 0.187], [0.067, -0.947, 0.014], [1.377, -2.005, 0.109], [-1.093, 0.768, 0.488], [1.523, -0.580, -0.286]]}

---

Entry 6:
{"formula": "C5H7ClN5", "method": "ωB97M-V/def2-TZVPD", "homo_energy_ev": [-14.5, -14.5], "orbital_gap_ev": [8.56, 8.56], "smiles": "[H]/N=C(Cl)/N=C(C)\\[N+](N)=C\\C#N", "e_lumo_ev": [-5.970, -5.971], "charge": 1, "de_lowest_kcal_mol": 94.27, "symbols": ["C", "C", "C", "C", "C", "N", "N", "N", "N", "N", "Cl", "H", "H", "H", "H", "H", "H", "H"], "xyz": [[-1.81535, 1.28549, 1.52492], [0.86789, -0.04703, -0.74452], [-0.57403, -1.93895, -0.75751], [-1.04469, 1.00417, 0.40293], [1.85248, 0.92067, -1.34771], [-2.47027, 1.56284, 2.42830], [0.42907, -1.10144, -1.23194], [0.13174, 0.36855, 0.42951], [-1.65330, -1.40565, -0.41422], [0.74383, 0.23685, 1.63943], [-0.00183, -3.58417, -1.09452], [-1.53907, 1.37711, -0.53061], [2.42234, 1.45280, -0.60588], [1.20996, 1.73489, -1.64475], [2.29766, 0.26711, -2.05416], [-2.40398, -2.04967, -0.10139], [1.48838, -0.32804, 1.70565], [0.05916, 0.24447, 2.39647]], "forces_ev_per_a": [[-0.060, 0.196, 1.282], [-0.867, 0.323, -0.172], [0.415, -0.075, -0.977], [1.752, -1.004, -2.622], [-1.927, -0.704, 1.664], [0.004, -0.076, 0.052], [1.617, -0.166, -1.307], [-2.145, 3.453, 2.362], [-1.229, -1.726, 0.809], [-3.811, 2.481, 0.167], [-0.991, 0.679, 0.836], [1.057, -0.938, 0.511], [0.985, -0.526, 0.342], [-0.149, 0.219, -1.298], [1.066, 0.503, -1.125], [0.574, 0.264, -0.563], [3.101, -2.759, 0.009], [0.606, -0.143, 0.029]]}

---

Entry 7:
{"formula": "C5H7ClO", "method": "ωB97M-V/def2-TZVPD", "homo_energy_ev": -7.3, "orbital_gap_ev": 8.30, "smiles": "CC1=C(Cl)CCO1", "e_lumo_ev": 0.985, "de_lowest_kcal_mol": 36.00, "symbols": ["C", "C", "C", "C", "C", "O", "Cl", "H", "H", "H", "H", "H", "H", "H"], "xyz": [[0.51589, 0.19751, -0.96031], [0.41862, 0.26074, 0.57362], [-0.71056, -0.61390, -1.36211], [-1.45264, -0.88541, -0.08286], [1.26845, 1.02678, 1.43248], [-0.70146, -0.29275, 1.00691], [1.85890, 0.77957, -1.87561], [-1.28612, 0.01872, -2.00351], [-0.47911, -1.54501, -1.90112], [-2.34094, -0.40914, 0.04763], [-1.55330, -1.95368, 0.00495], [0.68437, 1.50079, 2.20638], [1.92251, 1.68347, 0.89755], [1.85538, 0.23231, 2.01600]], "forces_ev_per_a": [[-0.792, -0.529, 7.286], [0.084, 0.264, -8.769], [1.197, 0.546, -1.342], [2.558, -0.601, 0.141], [1.035, -1.889, 2.374], [0.154, -0.729, 1.137], [-0.608, -0.290, 0.110], [-0.644, 0.180, -0.768], [0.008, 0.280, 0.094], [-2.862, 1.052, -0.340], [-0.051, -0.364, 0.775], [-0.169, 0.571, 0.107], [0.294, 0.284, -0.185], [-0.206, 1.226, -0.620]]}

---

Entry 8:
{"formula": "C5H7ClO", "method": "ωB97M-V/def2-TZVPD", "homo_energy_ev": -9.4, "orbital_gap_ev": 10.33, "smiles": "O[C@H]1C=C(Cl)CC1", "e_lumo_ev": 0.900, "de_lowest_kcal_mol": 5.83, "symbols": ["C", "C", "C", "C", "C", "H", "H", "H", "H", "H", "H", "H", "O", "Cl"], "xyz": [[-0.87268, -0.54592, 0.33269], [-0.58459, 0.86963, -0.23991], [0.93001, 1.05946, 0.00282], [1.42464, -0.29999, 0.02113], [0.48792, -1.18911, 0.19625], [-2.58272, -0.74131, -0.50121], [-1.23005, -0.50978, 1.35111], [-1.23740, 1.62010, 0.22487], [-0.82202, 0.75143, -1.31988], [1.07670, 1.45110, 1.02880], [1.44634, 1.70781, -0.76219], [0.60931, -2.28144, 0.32582], [-1.78234, -1.25160, -0.46180], [3.13688, -0.64037, -0.19851]], "forces_ev_per_a": [[1.114, 0.562, -0.880], [-0.301, -0.534, -0.020], [-0.203, 2.379, -0.275], [1.564, -1.001, -0.633], [-0.927, -2.196, 0.855], [-0.679, 0.214, -0.073], [0.014, -0.024, 0.620], [0.326, 0.034, -0.274], [0.307, 0.422, 0.573], [0.119, 0.385, -0.573], [-0.533, -0.504, 0.950], [0.036, 0.841, -0.215], [-0.131, -0.731, -0.259], [-0.707, 0.152, 0.205]]}

---

Listing strongest force on any atom for the structures above in their given order: 6.329; 1.888; 2.922; 3.895; 5.827; 4.702; 8.773; 2.533 eV Å⁻¹.